1.
Molecular formula: C10H18F3MgNO4Ti
Method: DFT, wB97M-V/def2-TZVPD

Computed properties:
Energy   -57044.15020 eV
2S+1   4
E_LUMO (alpha / beta)   -5.42 / -6.25 eV
Net charge   +1
F_max   3.38 eV/A
Frontier orbital gap (alpha / beta)   6.25 / 5.33 eV
⟨S²⟩   3.76

Geometry as XYZ:
```
38
C10H18F3MgNO4Ti wB97M-V/def2-TZVPD
Mg 22.858 6.924 6.423
Ti 23.178 6.686 9.474
C 20.096 4.124 7.243
C 20.333 5.606 7.556
O 21.697 5.958 7.640
H 19.060 3.837 7.398
H 20.817 3.573 7.848
H 20.327 3.902 6.199
H 19.867 5.724 8.545
H 19.712 6.273 6.951
C 23.601 3.756 4.668
C 23.646 5.086 3.947
O 23.079 6.144 4.632
H 24.178 3.850 5.597
H 24.117 2.948 4.146
H 22.574 3.436 4.839
H 23.159 4.963 2.964
H 24.652 5.308 3.559
C 21.257 12.403 11.186
C 20.652 11.189 11.919
O 20.085 10.341 10.911
C 19.220 9.406 11.254
O 18.823 9.248 12.372
C 18.658 8.707 9.994
F 17.721 9.516 9.499
F 19.638 8.542 9.073
F 18.166 7.505 10.264
H 20.521 13.207 11.239
H 21.610 12.197 10.184
H 22.020 12.809 11.855
H 19.949 11.561 12.660
H 21.427 10.637 12.450
C 16.120 5.858 8.138
C 15.439 5.274 9.280
N 14.895 4.800 10.173
H 16.023 5.254 7.235
H 17.182 5.889 8.383
H 15.736 6.840 7.870
```

=====

2.
Molecular formula: C48H112N16O16
Method: DFT, wB97M-V/def2-TZVPD

Computed properties:
Energy   -108200.51674 eV
2S+1   1
E_LUMO   -0.78 eV
F_max   3.95 eV/A
Frontier orbital gap   7.84 eV
Relative energy (zero: lowest compared OMol25 entry of this formula, charge and spin)   218.5 kJ/mol

Geometry as XYZ:
```
192
C48H112N16O16 wB97M-V/def2-TZVPD
C -31.322 -5.471 7.149
C -31.848 -6.737 7.884
O -32.952 -6.777 8.422
N -31.129 -7.865 7.790
C -31.613 -9.199 8.208
H -31.414 -4.572 7.758
H -31.976 -5.306 6.292
H -30.296 -5.557 6.794
H -30.211 -7.902 7.371
H -31.836 -9.238 9.274
H -30.815 -9.936 8.121
H -32.513 -9.428 7.638
C -28.497 -3.445 8.471
C -28.525 -2.791 7.115
O -29.308 -1.863 6.869
N -27.697 -3.237 6.147
C -26.594 -4.260 6.159
H -28.684 -2.680 9.225
H -27.558 -3.951 8.696
H -29.250 -4.228 8.559
H -27.778 -2.737 5.273
H -26.605 -5.037 6.924
H -25.698 -3.714 6.454
H -26.481 -4.557 5.116
C -23.688 -12.351 3.414
C -24.089 -10.900 3.652
O -24.881 -10.594 4.513
N -23.444 -10.029 2.839
C -23.494 -8.615 3.035
H -24.169 -12.735 2.515
H -23.927 -13.084 4.185
H -22.639 -12.507 3.160
H -22.873 -10.385 2.086
H -24.507 -8.327 3.315
H -23.311 -8.116 2.083
H -22.803 -8.294 3.815
C -23.610 -5.212 9.568
C -24.175 -6.163 8.574
O -25.283 -6.643 8.810
N -23.492 -6.464 7.459
C -23.923 -7.533 6.559
H -23.950 -4.178 9.616
H -22.521 -5.184 9.612
H -23.907 -5.605 10.541
H -22.690 -5.915 7.186
H -23.042 -7.920 6.047
H -24.545 -7.113 5.769
H -24.387 -8.436 6.955
C -24.068 -12.142 8.392
C -24.023 -12.982 9.618
O -25.052 -13.432 10.001
N -22.829 -13.247 10.145
C -22.584 -14.069 11.316
H -23.455 -11.242 8.430
H -25.063 -11.713 8.276
H -23.859 -12.687 7.471
H -21.952 -12.963 9.732
H -23.535 -14.208 11.832
H -21.830 -13.621 11.963
H -22.146 -15.029 11.045
C -34.213 -11.404 5.407
C -32.856 -11.212 4.850
O -32.680 -10.790 3.712
N -31.854 -11.393 5.779
C -30.428 -11.205 5.500
H -34.856 -11.915 4.691
H -34.681 -10.506 5.811
H -34.067 -12.076 6.253
H -32.158 -11.656 6.706
H -29.782 -10.963 6.343
H -30.388 -10.400 4.767
H -30.048 -12.159 5.134
C -28.574 -7.088 9.980
C -28.176 -6.077 11.068
O -28.939 -5.788 11.982
N -26.940 -5.542 10.925
C -26.332 -4.578 11.886
H -29.646 -7.281 9.950
H -27.980 -7.986 10.149
H -28.277 -6.600 9.052
H -26.269 -5.960 10.296
H -27.027 -3.893 12.371
H -25.633 -3.966 11.316
H -25.812 -5.037 12.727
C -26.659 -13.810 5.777
C -26.572 -15.034 4.917
O -25.994 -15.985 5.374
N -27.175 -15.028 3.750
C -27.257 -16.212 2.937
H -26.173 -14.014 6.731
H -27.683 -13.453 5.882
H -26.117 -12.991 5.303
H -27.620 -14.216 3.346
H -27.207 -15.990 1.870
H -28.175 -16.768 3.126
H -26.502 -16.915 3.285
C -25.006 -5.784 1.679
C -25.960 -4.798 2.350
O -27.149 -5.033 2.454
N -25.464 -3.608 2.694
C -24.124 -3.151 2.627
H -24.707 -5.556 0.656
H -25.540 -6.728 1.575
H -24.124 -5.968 2.292
H -26.117 -2.980 3.142
H -23.673 -3.211 1.636
H -23.475 -3.758 3.257
H -24.068 -2.105 2.930
C -27.070 -9.535 7.152
C -27.786 -8.546 6.248
O -28.790 -7.928 6.590
N -27.190 -8.285 5.091
C -27.714 -7.360 4.069
H -26.697 -10.426 6.648
H -27.779 -9.893 7.899
H -26.334 -8.900 7.646
H -26.459 -8.890 4.746
H -26.959 -7.311 3.285
H -27.888 -6.345 4.428
H -28.614 -7.771 3.613
C -23.696 -9.440 -1.714
C -24.990 -9.336 -0.918
O -25.303 -10.253 -0.142
N -25.740 -8.259 -1.097
C -26.959 -7.955 -0.424
H -23.513 -10.434 -2.120
H -22.842 -9.203 -1.079
H -23.706 -8.826 -2.615
H -25.457 -7.608 -1.816
H -27.856 -8.260 -0.962
H -26.950 -6.879 -0.245
H -26.921 -8.473 0.534
C -27.532 -10.964 2.955
C -27.594 -12.170 2.074
O -28.525 -12.970 2.249
N -26.721 -12.306 1.078
C -26.461 -13.517 0.333
H -28.423 -10.378 2.729
H -26.644 -10.378 2.716
H -27.446 -11.244 4.005
H -26.183 -11.518 0.748
H -27.334 -14.132 0.112
H -25.773 -14.148 0.896
H -26.000 -13.206 -0.605
C -26.870 -7.977 13.660
C -25.587 -8.055 12.994
O -24.561 -7.550 13.435
N -25.634 -8.673 11.826
C -24.482 -9.043 10.953
H -27.052 -6.903 13.665
H -26.769 -8.374 14.671
H -27.707 -8.398 13.104
H -26.534 -9.034 11.542
H -24.151 -10.075 11.074
H -23.612 -8.417 11.149
H -24.720 -8.967 9.893
C -30.252 -9.975 11.778
C -29.078 -10.562 10.982
O -27.916 -10.329 11.286
N -29.417 -11.364 9.978
C -28.529 -12.141 9.095
H -31.212 -10.308 11.385
H -30.262 -8.885 11.789
H -30.194 -10.210 12.840
H -30.382 -11.650 9.901
H -28.262 -13.079 9.581
H -27.575 -11.613 9.099
H -28.864 -12.272 8.066
C -29.942 -6.051 1.137
C -29.818 -4.954 0.045
O -30.854 -4.635 -0.585
N -28.632 -4.375 -0.184
C -28.423 -3.496 -1.350
H -30.750 -6.759 0.952
H -29.929 -5.556 2.108
H -29.134 -6.772 1.014
H -27.904 -4.646 0.461
H -27.700 -2.771 -0.974
H -29.265 -2.929 -1.748
H -27.914 -4.054 -2.136
C -31.689 -7.525 4.261
C -32.700 -7.065 3.258
O -33.169 -5.915 3.316
N -33.003 -7.958 2.320
C -33.934 -7.785 1.245
H -31.119 -8.345 3.824
H -32.051 -7.761 5.262
H -31.002 -6.692 4.414
H -32.470 -8.815 2.351
H -34.373 -6.795 1.372
H -34.692 -8.568 1.261
H -33.420 -7.778 0.284
```

=====

Q: Look up the F_max of the second one.
A: 3.95 eV/A

=====

Q: Among the records above, which one has the lowest energy?
A: C48H112N16O16

=====

Q: What is the formula in the first record?
A: C10H18F3MgNO4Ti

=====

Q: The lowest F_max belongs to which entry?
A: C10H18F3MgNO4Ti